Entry 1:
C18H31FN2O7ReSSbSe4Si | ωB97M-V/def2-TZVPD

Geometry as XYZ:
```
67
Properties=species:S:1:pos:R:3:forces:R:3
Re 0.588 1.655 0.325 1.49 0.07 -1.30
C -2.371 -1.469 0.944 -0.01 0.02 0.06
C -1.538 -2.138 -0.131 -0.09 0.02 -0.04
C -1.397 -3.626 0.116 0.11 -0.06 0.02
C -2.072 -1.843 -1.519 0.12 -0.06 -0.10
O -0.186 -1.546 0.015 0.02 -0.35 -0.03
Si 1.129 -1.440 -0.851 -0.56 0.48 0.15
S 2.593 1.704 -0.274 -1.14 -0.04 0.65
O 2.510 -1.775 -0.220 0.40 -0.04 -0.01
C 3.085 -2.309 1.045 -0.06 0.02 0.11
C 4.568 -2.014 0.959 0.04 0.04 -0.08
C 2.800 -3.796 1.065 -0.08 -0.04 -0.06
C 2.427 -1.582 2.202 -0.11 0.06 -0.03
O 0.980 -1.145 -2.379 0.01 -0.01 -0.10
C 1.797 -1.044 -3.618 0.11 -0.06 -0.02
C 1.091 -1.919 -4.632 -0.04 -0.05 -0.02
C 1.771 0.415 -4.022 -0.08 0.07 0.03
C 3.205 -1.529 -3.329 0.00 -0.01 0.12
H -3.364 -1.921 0.977 0.05 0.05 -0.02
H -2.483 -0.404 0.722 0.00 -0.01 0.04
H -1.906 -1.589 1.924 -0.03 0.00 -0.05
H -2.374 -4.107 0.054 0.04 0.01 -0.01
H -0.984 -3.815 1.109 -0.02 0.00 -0.04
H -0.747 -4.085 -0.635 -0.05 0.01 0.04
H -3.090 -2.229 -1.603 0.04 0.03 0.00
H -1.463 -2.322 -2.291 -0.08 0.03 0.07
H -2.088 -0.768 -1.710 -0.03 0.00 0.01
H 4.999 -2.481 0.073 0.00 0.02 0.05
H 5.072 -2.414 1.841 -0.03 0.03 -0.04
H 4.746 -0.938 0.916 0.01 -0.06 0.01
H 3.268 -4.293 0.213 -0.02 0.02 0.04
H 1.723 -3.987 1.044 0.07 0.01 0.03
H 3.204 -4.231 1.980 -0.02 -0.01 -0.03
H 2.589 -0.503 2.119 0.03 -0.08 0.02
H 2.868 -1.918 3.141 -0.01 0.00 -0.01
H 1.352 -1.779 2.238 0.08 0.01 0.02
H 0.064 -1.580 -4.786 0.07 -0.03 0.02
H 1.079 -2.962 -4.308 0.01 0.04 -0.03
H 1.618 -1.863 -5.586 -0.03 -0.01 0.04
H 0.755 0.727 -4.271 0.06 0.00 0.02
H 2.399 0.558 -4.903 -0.04 0.00 0.04
H 2.154 1.051 -3.220 0.02 -0.02 -0.04
H 3.196 -2.556 -2.954 0.02 0.06 -0.04
H 3.705 -0.889 -2.596 -0.04 -0.06 -0.07
H 3.787 -1.514 -4.251 -0.01 0.01 0.02
F -2.072 5.692 1.048 0.07 0.14 0.07
C -2.533 4.568 1.597 -0.12 0.03 -0.06
C -1.785 3.909 2.497 0.17 -0.13 0.29
N -2.200 2.764 3.087 0.10 -0.05 0.02
C -1.312 1.995 3.967 -0.08 0.36 -0.16
C -0.582 0.891 3.237 0.01 -0.08 -0.61
O -0.486 -0.211 3.641 0.23 -0.25 0.03
O -0.047 1.279 2.020 -0.38 0.00 0.66
C -3.442 2.195 2.786 0.07 -0.17 0.01
O -3.826 1.160 3.245 0.06 0.16 -0.09
N -4.187 2.945 1.868 0.06 -0.12 0.23
C -3.811 4.078 1.239 -0.04 -0.10 -0.09
O -4.644 4.531 0.405 0.08 0.16 -0.15
H -0.817 4.301 2.783 0.03 -0.05 -0.02
H -1.888 1.519 4.750 -0.14 0.04 0.12
H -0.590 2.684 4.402 0.04 0.00 0.08
H -5.105 2.570 1.660 -0.08 -0.04 -0.06
Se -1.115 6.287 -2.394 -0.19 0.28 0.23
Sb -2.517 7.482 -0.960 0.06 -0.08 -0.05
Se -0.600 2.188 -1.448 -0.10 -0.11 0.45
Se -4.794 6.032 -0.761 -0.07 0.25 0.02
Se -2.707 9.355 0.402 0.02 -0.35 -0.35
```
Positions in Å, forces in eV/Å.

## Properties
Orbital gap   6.50 eV
E_tot   -12052.0599 hartree
LUMO level   -0.269 Ha
Total charge   +2



Entry 2:
C40H40AgN2O2S3 | ωB97M-V/def2-TZVPD

Geometry as XYZ:
```
88
Properties=species:S:1:pos:R:3:forces:R:3
Ag -1.932 -0.990 1.354 -0.10 -0.04 0.28
C -2.847 -2.456 4.149 -0.04 0.02 0.12
C -3.226 -3.387 2.992 -0.06 -0.05 0.00
N -3.568 -2.703 1.744 -0.05 -0.12 0.08
C -4.890 -2.104 1.623 -0.02 0.00 0.00
C -5.131 -0.836 2.446 -0.08 -0.03 0.02
S -3.881 0.491 2.333 0.07 0.03 -0.02
C -3.280 0.596 4.049 -0.05 0.04 0.05
C -1.980 -0.143 4.392 0.03 0.03 0.04
N -1.869 -1.447 3.772 0.01 -0.09 -0.15
H -3.734 -1.952 4.531 0.01 0.01 -0.03
H -2.496 -3.088 4.974 0.01 0.01 0.00
H -2.372 -4.029 2.770 0.01 0.02 0.00
H -4.040 -4.039 3.335 0.00 0.01 0.01
H -3.429 -3.339 0.970 0.02 0.00 0.00
H -5.025 -1.859 0.568 0.00 -0.01 0.00
H -5.688 -2.810 1.894 0.00 0.01 0.02
H -6.072 -0.405 2.104 0.01 0.03 0.00
H -5.270 -1.062 3.501 0.03 0.00 -0.01
H -3.135 1.657 4.249 -0.01 0.00 -0.01
H -4.106 0.280 4.686 0.00 -0.02 -0.01
H -1.133 0.450 4.041 0.00 -0.01 0.00
H -1.917 -0.173 5.489 0.00 -0.01 0.00
H -0.919 -1.794 3.778 0.00 -0.02 0.02
C -0.427 -0.889 -7.310 0.00 -0.01 -0.02
C -0.875 -0.774 -5.881 -0.10 0.04 0.01
C -1.708 0.269 -5.477 -0.05 -0.06 -0.03
C -2.103 0.399 -4.156 -0.07 0.08 0.00
C -1.636 -0.514 -3.226 0.07 -0.12 0.19
C -0.824 -1.572 -3.599 -0.07 0.00 -0.02
C -0.452 -1.696 -4.928 0.01 0.01 0.01
S -2.136 -0.420 -1.504 0.05 0.21 -0.52
O -1.391 -1.532 -0.816 0.07 -0.23 -0.01
C -1.389 1.125 -0.983 -0.12 0.17 0.00
C -2.348 2.141 -0.759 0.04 0.01 0.12
C -1.957 3.367 -0.310 -0.03 -0.02 0.01
C -0.590 3.635 -0.068 0.05 -0.03 -0.02
C -0.161 4.907 0.384 0.03 0.03 0.01
C 1.165 5.169 0.568 -0.06 0.02 0.01
C 2.128 4.172 0.301 0.03 -0.06 -0.02
C 1.744 2.931 -0.121 0.05 0.05 0.00
C 0.372 2.620 -0.301 -0.07 0.02 0.00
C -0.048 1.333 -0.750 -0.01 -0.02 -0.11
C 0.993 0.317 -1.092 0.09 0.04 -0.02
C 1.469 0.292 -2.441 0.06 -0.04 0.05
C 1.035 1.234 -3.407 0.06 -0.04 -0.04
C 1.512 1.190 -4.686 -0.02 0.02 0.05
C 2.434 0.195 -5.070 0.09 -0.07 0.03
C 2.875 -0.722 -4.159 0.03 0.04 -0.02
C 2.419 -0.688 -2.820 -0.03 0.08 0.02
C 2.906 -1.599 -1.849 -0.01 0.00 -0.01
C 2.503 -1.512 -0.553 0.03 -0.06 -0.01
C 1.555 -0.536 -0.176 -0.01 0.00 0.01
S 1.028 -0.473 1.535 -0.07 0.36 -0.13
O 0.476 -1.828 1.873 0.04 -0.14 0.11
C 2.616 -0.356 2.338 0.03 -0.08 -0.09
C 3.180 -1.485 2.905 -0.03 -0.03 0.00
C 4.408 -1.378 3.542 0.02 0.03 0.00
C 5.072 -0.157 3.623 -0.04 0.00 -0.01
C 6.390 -0.038 4.332 0.03 -0.01 0.00
C 4.470 0.968 3.056 0.00 -0.01 0.00
C 3.244 0.879 2.422 0.00 0.04 0.02
H -1.131 -0.410 -7.989 -0.01 0.00 0.01
H -0.319 -1.932 -7.606 0.01 0.01 0.00
H 0.544 -0.406 -7.445 0.00 -0.01 0.01
H -2.062 0.985 -6.209 0.01 0.00 0.00
H -2.759 1.212 -3.864 0.02 -0.01 0.02
H -0.497 -2.280 -2.849 0.05 0.00 0.00
H 0.184 -2.520 -5.227 0.00 0.01 0.00
H -3.397 1.920 -0.918 0.01 0.02 -0.02
H -2.686 4.146 -0.128 -0.01 -0.01 -0.01
H -0.906 5.671 0.568 0.01 0.00 0.00
H 1.486 6.145 0.906 -0.01 0.00 0.00
H 3.179 4.398 0.423 0.00 0.00 0.00
H 2.492 2.178 -0.338 -0.01 0.01 -0.01
H 0.318 1.995 -3.127 0.01 0.01 0.01
H 1.177 1.920 -5.411 0.00 -0.01 0.00
H 2.799 0.166 -6.088 0.01 0.01 0.00
H 3.594 -1.481 -4.444 0.00 0.00 0.00
H 3.627 -2.349 -2.152 0.00 0.00 0.02
H 2.896 -2.186 0.198 0.00 0.00 -0.01
H 2.653 -2.430 2.848 0.00 0.01 0.01
H 4.858 -2.258 3.984 0.00 0.00 0.00
H 6.876 -1.008 4.426 0.00 0.01 0.00
H 6.253 0.366 5.337 -0.01 0.00 0.00
H 7.064 0.632 3.799 0.00 0.00 0.00
H 4.968 1.928 3.121 0.00 -0.01 0.00
H 2.778 1.763 2.002 0.01 -0.03 0.03
```
Positions in Å, forces in eV/Å.

## Properties
Orbital gap   8.20 eV
E_tot   -3149.5912 hartree
LUMO level   -0.088 Ha
Total charge   +1



Entry 3:
C3H7OS | ωB97M-V/def2-TZVPD

Geometry as XYZ:
```
12
Properties=species:S:1:pos:R:3:forces:R:3
C 2.800 1.052 -1.343 0.14 0.89 0.78
S 1.327 0.016 -1.272 0.75 0.25 -0.60
H 3.220 1.349 -2.301 -0.39 -0.61 -0.43
H 2.647 1.995 -0.809 -0.29 -0.13 0.06
H 3.613 0.589 -0.777 -0.14 -0.41 -0.04
C -2.663 -1.340 1.323 0.28 0.76 0.04
C -1.889 -0.468 0.677 -0.40 -0.78 0.24
O -0.714 -0.002 1.184 -0.22 -0.08 -0.51
H -3.634 -1.578 0.925 -0.03 -0.21 -0.08
H -2.375 -1.691 2.303 -0.06 -0.10 0.06
H -2.167 -0.139 -0.321 0.10 0.24 0.04
H -0.166 0.217 0.411 0.25 0.19 0.44
```
Positions in Å, forces in eV/Å.

## Properties
Spin multiplicity   2
Orbital gap (spin up / spin down)   9.53 / 6.22 eV
<S²>   0.75
E_tot   -591.8417 hartree
Relative energy (zero: lowest compared OMol25 entry of this formula, charge and spin)   52.7 kJ/mol
LUMO level (spin up / spin down)   0.029 / -0.093 Ha



Entry 4:
C6H11N | ωB97M-V/def2-TZVPD

Geometry as XYZ:
```
18
Properties=species:S:1:pos:R:3:forces:R:3
C -1.789 -0.671 -1.169 0.42 -0.26 -0.23
N -1.348 0.389 -0.283 0.12 0.14 -0.20
C -0.088 0.378 0.352 0.16 0.22 0.60
C 0.931 -0.472 0.218 0.16 -0.74 -0.67
C 1.060 -1.651 -0.712 0.42 -0.84 -0.18
C 1.092 2.056 1.767 0.15 1.18 -0.39
C -0.020 1.463 1.376 -0.11 -0.60 -0.62
H -1.462 -1.629 -0.779 -0.23 -0.01 0.15
H -1.358 -0.600 -2.175 -0.14 0.04 -0.02
H -2.877 -0.682 -1.240 0.04 0.11 0.01
H -1.475 1.294 -0.717 -0.27 0.06 0.20
H 1.810 -0.366 0.838 -0.28 0.32 0.37
H 1.032 -1.452 -1.786 -0.34 0.30 0.08
H 0.344 -2.452 -0.495 -0.03 0.19 -0.10
H 2.027 -2.154 -0.587 -0.04 0.32 0.22
H 1.097 2.939 2.397 -0.19 -0.32 0.35
H 2.031 1.888 1.262 0.14 -0.38 0.04
H -1.006 1.721 1.732 0.00 0.28 0.36
```
Positions in Å, forces in eV/Å.

## Properties
Structure (SMILES)   C=C/C(=C/C)NC
Orbital gap   9.00 eV
E_tot   -289.9092 hartree
Relative energy (zero: lowest compared OMol25 entry of this formula, charge and spin)   164.1 kJ/mol
LUMO level   0.038 Ha



Entry 5:
C5H9NO2 | ωB97M-V/def2-TZVPD

Geometry as XYZ:
```
17
Properties=species:S:1:pos:R:3:forces:R:3
C 0.930 -0.794 -0.396 1.57 -0.72 -0.22
C 0.028 -1.773 0.484 0.06 0.11 -1.88
C -0.942 0.297 0.394 0.66 -0.52 -1.30
C -0.800 1.826 0.459 -1.70 2.22 -1.88
C 0.555 0.487 0.239 -0.05 -2.88 0.58
H 0.539 0.185 -1.944 -0.13 0.20 -0.60
H 1.980 -1.014 -0.205 0.14 -0.38 -0.07
H -0.342 -2.561 -0.217 -0.14 0.56 0.57
H 0.601 -2.241 1.251 0.70 -0.48 0.35
H -1.917 -1.320 1.169 0.22 -0.31 -0.03
H -1.370 0.084 -0.634 0.48 0.46 0.76
H -1.462 2.489 -0.228 0.45 -1.16 1.67
H -0.601 2.270 1.415 -0.03 0.23 0.61
H 1.138 0.516 1.150 -0.33 0.15 0.95
N -0.981 -0.935 1.158 -1.29 0.99 0.73
O 0.771 -0.739 -1.812 -0.59 -0.49 0.71
O 0.438 1.725 -0.307 -0.03 2.03 -0.95
```
Positions in Å, forces in eV/Å.

## Properties
Orbital gap   10.19 eV
E_tot   -401.0255 hartree
Relative energy (zero: lowest compared OMol25 entry of this formula, charge and spin)   397.1 kJ/mol
LUMO level   0.035 Ha